Entry 1:
Entry from OMol25: a cluster of 12 separate species, C64H76F3N16O20 in total (ωB97M-V/def2-TZVPD).

Cartesian coordinates (Å):
C  -1.34  1.63  2.96
N  -0.14  0.92  3.33
C  0.70  1.42  4.28
C  1.98  0.91  4.38
C  2.39  -0.23  3.66
C  1.47  -0.79  2.76
C  0.25  -0.11  2.56
C  3.71  -0.87  3.83
C  4.85  -0.11  4.00
C  6.09  -0.80  3.90
N  6.14  -2.16  3.76
C  4.98  -2.89  3.78
C  3.77  -2.27  3.73
C  7.48  -2.81  3.61
H  -1.54  2.28  3.85
H  -2.14  0.97  2.78
H  -1.12  2.36  2.12
H  0.30  2.22  4.88
H  2.64  1.52  5.08
H  1.73  -1.68  2.13
H  -0.48  -0.48  1.80
H  4.86  0.96  4.26
H  7.00  -0.28  4.06
H  5.10  -4.01  3.89
H  2.84  -2.83  3.74
H  7.34  -3.73  3.02
H  7.80  -3.11  4.59
H  8.12  -2.05  3.08
C  5.08  1.42  -4.97
N  4.19  1.98  -3.97
C  2.83  1.87  -4.12
C  1.96  2.31  -3.14
C  2.50  2.84  -2.01
C  3.93  2.94  -1.81
C  4.72  2.45  -2.82
C  1.52  3.34  -0.97
C  1.98  3.43  0.40
C  1.20  4.07  1.31
N  -0.07  4.47  0.90
C  -0.49  4.34  -0.30
C  0.29  3.80  -1.35
C  -0.94  5.24  1.85
H  4.98  0.37  -4.89
H  6.06  1.84  -4.88
H  4.74  1.69  -5.96
H  2.39  1.37  -5.05
H  0.91  2.02  -3.16
H  4.35  3.43  -0.97
H  5.78  2.41  -2.75
H  2.91  2.95  0.69
H  1.39  4.39  2.35
H  -1.47  4.75  -0.53
H  -0.15  3.69  -2.38
H  -1.32  6.19  1.38
H  -0.28  5.39  2.74
H  -1.89  4.68  2.05
C  -0.22  -4.72  -11.06
N  -0.06  -4.57  -9.61
C  0.31  -3.43  -9.02
C  0.50  -3.38  -7.67
C  0.32  -4.51  -6.96
C  -0.15  -5.71  -7.51
C  -0.34  -5.72  -8.84
C  0.48  -4.53  -5.45
C  0.97  -5.57  -4.79
C  1.14  -5.48  -3.47
N  1.03  -4.36  -2.78
C  0.54  -3.27  -3.39
C  0.24  -3.31  -4.74
C  1.24  -4.33  -1.33
H  0.50  -5.39  -11.53
H  -0.04  -3.71  -11.51
H  -1.25  -5.04  -11.30
H  0.40  -2.65  -9.79
H  0.63  -2.42  -7.18
H  -0.46  -6.50  -6.87
H  -0.76  -6.60  -9.37
H  1.09  -6.57  -5.14
H  1.68  -6.29  -2.95
H  0.34  -2.43  -2.75
H  -0.11  -2.46  -5.28
H  0.78  -3.41  -0.92
H  2.33  -4.18  -1.16
H  0.91  -5.26  -0.87
C  -3.23  0.78  -6.21
N  -3.41  0.18  -4.87
C  -2.61  0.66  -3.94
C  -2.60  0.15  -2.63
C  -3.40  -0.97  -2.39
C  -4.14  -1.54  -3.43
C  -4.13  -0.98  -4.69
C  -3.45  -1.71  -1.09
C  -3.52  -3.12  -1.12
C  -3.61  -3.77  0.10
N  -3.52  -3.13  1.28
C  -3.66  -1.82  1.33
C  -3.66  -1.05  0.15
C  -3.39  -3.91  2.51
H  -4.18  0.55  -6.72
H  -2.35  0.18  -6.65
H  -3.00  1.88  -6.13
H  -2.00  1.48  -4.22
H  -2.07  0.64  -1.80
H  -4.75  -2.48  -3.31
H  -4.67  -1.33  -5.52
H  -3.51  -3.64  -2.13
H  -3.62  -4.85  0.11
H  -3.84  -1.35  2.28
H  -3.86  0.01  0.21
H  -2.32  -3.85  2.86
H  -3.69  -4.94  2.25
H  -3.99  -3.43  3.26
C  -0.92  0.31  8.40
N  -2.00  1.12  7.73
C  -2.39  2.27  8.24
C  -3.36  3.01  7.55
C  -3.84  2.57  6.36
C  -3.26  1.39  5.84
C  -2.34  0.70  6.50
C  -4.83  3.32  5.60
C  -4.76  4.73  5.58
C  -5.69  5.33  4.70
N  -6.57  4.61  4.00
C  -6.62  3.26  4.08
C  -5.75  2.62  4.91
C  -7.44  5.22  2.95
H  0.09  0.86  8.40
H  -0.83  -0.66  7.90
H  -1.14  0.09  9.45
H  -1.99  2.66  9.18
H  -3.71  3.88  8.06
H  -3.39  1.20  4.77
H  -1.85  -0.20  6.17
H  -4.04  5.38  6.00
H  -5.62  6.40  4.54
H  -7.37  2.69  3.47
H  -5.72  1.55  4.95
H  -6.76  5.57  2.17
H  -7.93  6.04  3.47
H  -8.06  4.37  2.52
C  5.04  0.42  1.00
O  5.92  1.21  0.09
O  4.43  1.05  1.95
C  4.09  -0.33  0.05
F  3.08  0.45  -0.46
F  4.76  -0.92  -0.98
F  3.44  -1.30  0.68
C  7.20  1.67  0.59
C  7.78  2.36  -0.68
H  8.88  2.34  -0.79
H  7.35  1.84  -1.53
H  7.43  3.43  -0.76
H  7.74  0.81  1.00
H  7.03  2.42  1.33
H  5.75  -0.37  1.46
N  -2.58  -4.30  -4.93
O  -2.16  -4.15  -3.78
O  -3.39  -3.48  -5.41
O  -2.12  -5.21  -5.61
N  -3.82  2.65  1.38
O  -4.07  3.70  2.02
O  -3.44  2.73  0.19
O  -3.93  1.51  1.89
N  -0.15  -2.20  4.76
O  0.02  -3.18  4.03
O  -1.37  -1.67  4.77
O  0.70  -1.67  5.46
N  -0.23  -0.58  -0.83
O  0.48  -0.39  -1.89
O  -0.61  -1.73  -0.54
O  -0.74  0.38  -0.28
N  0.30  -0.12  -5.73
O  0.21  1.08  -5.46
O  1.33  -0.73  -5.49
O  -0.68  -0.70  -6.23
N  -0.82  4.09  5.38
O  -1.99  4.33  4.98
O  -0.61  3.19  6.21
O  0.13  4.67  4.95

## Properties
- F_max: 0.095 hartree/bohr
- HOMO: -0.471 Eh
- Charge: +3
- Frontier orbital gap: 6.38 eV
- E: -5163.20572 hartree

---

Entry 2:
Entry from OMol25: a cluster of 16 separate species, C64H96O32 in total (ωB97M-V/def2-TZVPD).

Cartesian coordinates (Å):
O  -3.78  5.69  -6.37
C  -4.08  6.29  -5.32
O  -3.60  5.96  -4.07
C  -4.09  6.82  -3.11
C  -5.34  7.38  -3.71
C  -4.96  7.51  -5.19
H  -3.38  7.63  -2.91
H  -4.28  6.36  -2.14
H  -5.57  8.27  -3.13
H  -6.23  6.76  -3.63
H  -4.30  8.38  -5.23
H  -5.80  7.56  -5.87
O  2.83  11.20  4.21
C  2.71  10.19  3.53
O  1.75  9.30  3.74
C  1.85  8.20  2.88
C  3.19  8.38  2.19
C  3.36  9.90  2.24
H  1.06  8.21  2.12
H  1.71  7.31  3.48
H  3.21  8.04  1.16
H  4.00  7.85  2.69
H  2.74  10.35  1.47
H  4.41  10.20  2.17
O  -3.31  3.58  5.22
C  -3.88  4.63  5.44
O  -4.44  4.98  6.60
C  -5.20  6.19  6.59
C  -4.69  6.89  5.36
C  -4.13  5.74  4.46
H  -5.08  6.88  7.42
H  -6.28  6.10  6.51
H  -3.97  7.65  5.68
H  -5.45  7.42  4.78
H  -3.27  6.10  3.89
H  -4.90  5.44  3.75
O  -6.38  -4.08  -0.75
C  -5.74  -4.72  0.12
O  -6.31  -5.15  1.23
C  -5.35  -5.66  2.15
C  -3.95  -5.28  1.58
C  -4.24  -5.03  0.12
H  -5.29  -6.74  2.25
H  -5.47  -5.26  3.16
H  -3.30  -6.14  1.72
H  -3.49  -4.44  2.10
H  -3.92  -5.86  -0.51
H  -3.62  -4.20  -0.23
O  0.44  -5.46  -4.16
C  1.28  -5.97  -4.88
O  2.35  -5.25  -5.34
C  3.25  -6.09  -6.07
C  2.73  -7.44  -5.85
C  1.24  -7.31  -5.55
H  4.27  -6.11  -5.70
H  3.30  -5.84  -7.14
H  3.19  -7.93  -4.99
H  2.91  -7.99  -6.78
H  0.85  -8.17  -5.02
H  0.73  -7.06  -6.48
O  -8.95  1.46  8.28
C  -8.45  1.04  7.25
O  -8.88  1.48  6.10
C  -8.22  0.89  4.98
C  -7.25  -0.14  5.55
C  -7.30  0.05  7.06
H  -7.66  1.71  4.54
H  -8.87  0.46  4.21
H  -6.26  0.06  5.13
H  -7.52  -1.16  5.27
H  -6.39  0.60  7.28
H  -7.45  -0.92  7.54
O  -3.47  -3.57  -7.47
C  -3.07  -2.55  -6.90
O  -3.75  -2.01  -5.91
C  -2.96  -0.88  -5.35
C  -1.68  -0.69  -6.16
C  -1.83  -1.69  -7.27
H  -2.77  -1.01  -4.29
H  -3.52  0.03  -5.55
H  -0.82  -0.90  -5.53
H  -1.74  0.33  -6.55
H  -0.87  -2.19  -7.20
H  -1.86  -1.17  -8.23
O  10.09  -3.52  -1.19
C  8.98  -4.03  -1.15
O  8.00  -3.70  -1.95
C  6.71  -4.03  -1.41
C  6.95  -4.77  -0.04
C  8.46  -5.09  -0.12
H  6.05  -4.64  -2.02
H  6.13  -3.12  -1.24
H  6.33  -5.67  0.00
H  6.63  -4.21  0.84
H  8.72  -6.04  -0.59
H  9.08  -5.03  0.78
O  10.04  4.38  0.73
C  9.12  3.60  0.71
O  9.31  2.28  1.05
C  8.11  1.54  0.89
C  7.03  2.53  0.78
C  7.70  3.82  0.26
H  7.88  0.97  1.80
H  8.18  0.91  0.00
H  6.55  2.76  1.74
H  6.25  2.14  0.14
H  7.24  4.71  0.67
H  7.50  3.93  -0.81
O  -2.75  -4.48  9.55
C  -2.17  -4.65  8.46
O  -1.56  -5.83  8.20
C  -0.68  -5.74  7.13
C  -0.58  -4.22  6.87
C  -1.88  -3.66  7.40
H  -1.23  -6.26  6.35
H  0.33  -6.16  7.20
H  -0.31  -3.93  5.86
H  0.20  -3.89  7.56
H  -2.67  -3.88  6.68
H  -1.91  -2.60  7.66
O  4.72  -2.42  -10.89
C  5.33  -1.98  -9.95
O  4.58  -1.30  -9.07
C  5.33  -1.00  -7.88
C  6.74  -1.47  -8.07
C  6.81  -2.09  -9.51
H  4.85  -1.33  -6.96
H  5.41  0.09  -7.90
H  7.11  -2.16  -7.31
H  7.37  -0.58  -8.10
H  7.19  -3.11  -9.57
H  7.41  -1.44  -10.14
O  2.10  -0.12  9.81
C  2.51  0.37  8.78
O  1.91  1.36  8.17
C  2.67  1.94  7.09
C  4.08  1.34  7.29
C  3.75  0.01  8.00
H  2.66  3.03  7.17
H  2.28  1.59  6.13
H  4.77  2.07  7.69
H  4.55  1.06  6.34
H  4.57  -0.39  8.60
H  3.34  -0.78  7.37
O  1.98  7.69  -3.55
C  2.36  6.74  -4.27
O  1.95  6.55  -5.53
C  2.47  5.34  -6.13
C  3.16  4.58  -5.02
C  3.36  5.64  -3.94
H  3.09  5.48  -7.01
H  1.70  4.68  -6.52
H  4.17  4.21  -5.22
H  2.59  3.68  -4.80
H  4.38  6.00  -4.07
H  3.26  5.18  -2.95
O  1.86  -6.66  1.74
C  1.55  -7.82  1.64
O  1.61  -8.73  2.66
C  1.40  -10.03  2.15
C  0.56  -9.84  1.04
C  1.18  -8.58  0.41
H  0.87  -10.67  2.85
H  2.29  -10.60  1.86
H  -0.52  -9.70  1.17
H  0.68  -10.68  0.36
H  0.55  -8.00  -0.27
H  2.11  -8.80  -0.11
O  1.77  0.01  -1.39
C  0.97  0.15  -0.48
O  0.54  1.35  -0.17
C  -0.43  1.38  0.86
C  -0.58  -0.09  1.28
C  0.49  -0.86  0.56
H  -1.41  1.82  0.68
H  -0.03  1.93  1.72
H  -1.60  -0.46  1.21
H  -0.33  -0.21  2.34
H  0.17  -1.80  0.10
H  1.31  -1.07  1.25
O  -6.81  1.17  -0.52
C  -7.70  1.12  -1.36
O  -9.01  0.82  -1.00
C  -9.82  0.80  -2.15
C  -9.13  1.52  -3.12
C  -7.63  1.20  -2.85
H  -10.81  1.21  -1.95
H  -10.07  -0.17  -2.59
H  -9.44  2.55  -2.91
H  -9.43  1.17  -4.11
H  -7.03  2.05  -3.19
H  -7.27  0.24  -3.21

## Properties
- F_max: 0.102 hartree/bohr
- HOMO: -0.366 Eh
- Frontier orbital gap: 9.41 eV
- E: -4903.85171 hartree
- Energy above the lowest of the compared OMol25 structures with the same formula, charge and spin: 197.2 kcal/mol

---

- Look up the frontier orbital gap of the first one.
  6.38 eV

---

- Which value of F_max does entry 1 give?
  0.095 hartree/bohr

---

- The lowest E belongs to which entry?
  C64H76F3N16O20

---

- Which of these has the highest E?
  C64H96O32